No. 1
This record from OMol25 describes C37H42BrFN9O8P2PbS3 as an isolated structure. The level of theory is the ωB97M-V functional and the def2-TZVPD basis.

Structure (ORCA input):
```
! wB97M-V def2-TZVPD RIJCOSX def2/J DEFGRID3
* xyz 1 1
Pb 1.06 0.15 0.08
N 0.70 1.60 -3.64
C 2.22 1.44 -3.62
C 2.86 1.88 -4.93
P 2.70 2.48 -2.15
O 2.32 3.94 -2.80
O 4.10 2.42 -1.73
O 1.53 2.18 -1.22
P 2.51 -0.37 -3.29
O 1.53 -0.95 -4.50
O 3.88 -0.81 -3.54
O 1.76 -0.68 -2.01
H 0.40 2.35 -4.26
H 0.49 1.85 -2.65
H 0.22 0.72 -3.87
H 2.62 2.92 -5.15
H 2.54 1.24 -5.76
H 3.94 1.78 -4.82
H 3.03 4.56 -2.59
H 2.12 -1.44 -5.09
O 4.75 -0.01 2.16
S 3.35 0.24 2.30
O 2.76 1.38 1.61
N 2.41 -0.96 1.78
C 2.51 -2.28 2.10
C 3.37 -2.83 3.04
C 3.37 -4.21 3.31
C 2.52 -5.07 2.67
C 1.63 -4.56 1.70
C 0.75 -5.38 0.96
C -0.05 -4.82 0.00
C 0.01 -3.44 -0.21
N 0.78 -2.64 0.49
C 1.61 -3.17 1.42
C 3.02 0.45 4.03
C 4.05 0.93 4.83
C 3.81 1.19 6.17
C 2.55 0.96 6.70
C 1.53 0.47 5.89
C 1.76 0.20 4.56
H 4.08 -2.18 3.54
H 4.06 -4.60 4.05
H 2.53 -6.13 2.88
H 0.72 -6.44 1.17
H -0.72 -5.44 -0.59
H -0.58 -2.96 -1.00
H 5.03 1.09 4.38
H 4.61 1.55 6.80
H 2.35 1.17 7.74
H 0.54 0.29 6.32
H 1.00 -0.21 3.90
C -1.61 -0.33 -6.02
N -1.51 -1.67 -5.47
C -1.40 -2.84 -6.21
C -1.31 -3.86 -5.34
N -1.35 -3.30 -4.07
C -1.47 -1.96 -4.14
S -1.58 -0.86 -2.86
H -2.22 -0.36 -6.92
H -0.62 0.05 -6.26
H -2.08 0.31 -5.28
H -1.40 -2.84 -7.28
H -1.22 -4.92 -5.50
H -1.23 -3.80 -3.21
C 1.62 4.37 3.95
C 0.16 4.54 3.47
C -0.40 3.20 3.12
N -0.24 2.61 1.99
N -0.71 1.33 1.95
C -1.24 0.96 3.08
N -1.79 -0.28 3.29
S -1.24 2.19 4.29
H 2.05 5.34 4.16
H 2.20 3.87 3.17
H 1.66 3.76 4.86
H 0.14 5.16 2.57
H -0.44 5.02 4.24
H -1.54 -1.00 2.63
H -1.91 -0.58 4.24
Br -3.35 5.54 -3.88
C -2.80 4.15 -2.72
C -1.70 4.32 -1.90
C -1.35 3.27 -1.06
N -2.01 2.11 -1.02
C -3.06 1.97 -1.83
C -3.51 2.95 -2.70
H -1.13 5.24 -1.91
H -0.50 3.35 -0.39
H -3.58 1.01 -1.80
H -4.37 2.80 -3.33
F -7.39 -2.41 2.04
C -6.24 -2.02 1.56
C -5.93 -0.66 1.61
C -4.72 -0.25 1.11
C -3.80 -1.21 0.58
C -2.57 -0.80 0.13
C -4.17 -2.59 0.57
C -5.37 -2.99 1.05
H -6.64 0.04 2.03
H -4.44 0.79 1.13
H -2.27 0.25 0.12
H -1.85 -1.53 -0.22
H -3.47 -3.31 0.16
H -5.68 -4.03 1.05
*
```

Results
* HOMO: -9.6 eV
* energy above the lowest of the compared OMol25 structures with the same formula, charge and spin: 3.477 eV
* Kohn-Sham gap: 0.14641 Ha

These are the Löwdin partial charges, in e, on atoms 1 to 4:
1. Pb 1.463
2. N 0.170
3. C -0.488
4. C -0.076

=====

No. 2
This record from OMol25 describes C37H42F5N4O2PS5SeSm as an isolated structure at a distorted geometry. The level of theory is the ωB97M-V functional and the def2-TZVPD basis.

Structure (ORCA input):
```
! wB97M-V def2-TZVPD RIJCOSX def2/J DEFGRID3
* xyz 1 6
Sm 14.24 10.62 13.69
C 8.98 6.70 16.37
C 9.76 7.55 17.33
S 9.62 9.33 16.80
C 8.64 10.02 18.18
C 7.55 10.82 17.52
S 7.43 10.49 15.75
C 6.13 9.14 15.71
C 6.64 7.86 15.19
S 8.45 7.74 15.01
H 8.14 6.10 16.78
H 9.67 5.97 15.88
H 10.85 7.35 17.41
H 9.44 7.62 18.41
H 9.40 10.58 18.80
H 8.25 9.18 18.80
H 7.79 11.93 17.51
H 6.57 10.77 17.99
H 5.34 9.57 15.09
H 5.69 8.97 16.73
H 6.19 7.68 14.19
H 6.31 6.96 15.81
N 11.21 8.48 12.51
C 11.48 7.06 12.77
C 12.56 6.86 13.96
C 13.37 8.15 14.16
O 14.53 8.23 13.63
O 12.82 9.15 14.77
H 10.69 8.93 13.25
H 10.85 8.72 11.59
H 11.86 6.65 11.84
H 10.57 6.52 13.08
H 13.33 6.08 13.77
H 11.95 6.60 14.87
S 10.65 13.21 12.21
C 11.49 12.42 13.48
N 12.81 12.64 13.57
C 13.23 13.56 12.54
C 14.57 13.86 12.30
C 14.83 14.75 11.25
C 13.80 15.20 10.43
C 12.46 14.85 10.68
C 12.15 14.04 11.77
H 11.01 11.82 14.24
H 15.36 13.50 12.91
H 15.86 15.12 11.06
H 14.02 15.83 9.59
H 11.63 15.20 10.06
C 11.13 14.05 17.35
P 12.71 14.59 16.51
C 13.77 14.71 18.06
C 12.28 16.31 16.14
C 10.96 16.79 15.88
C 10.81 18.03 15.28
C 11.93 18.83 14.92
C 13.21 18.38 15.24
C 13.38 17.09 15.87
H 10.38 13.80 16.54
H 10.71 14.79 18.06
H 11.27 13.07 17.85
H 13.16 15.16 18.86
H 14.63 15.35 17.88
H 14.12 13.69 18.39
H 10.09 16.18 16.17
H 9.84 18.35 15.04
H 11.83 19.76 14.41
H 14.12 18.93 15.07
H 14.38 16.75 16.10
F 14.95 8.38 19.93
C 15.38 8.77 18.75
C 16.44 8.14 18.08
F 16.58 6.79 18.26
C 16.71 8.70 16.80
F 17.59 8.14 16.00
C 16.24 9.97 16.30
Se 16.91 11.30 15.13
C 14.94 10.15 16.82
F 14.04 11.03 16.04
C 14.46 9.49 17.99
F 13.16 9.92 18.29
N 16.07 8.80 10.93
C 15.75 10.07 10.70
S 14.13 10.65 10.95
N 16.67 10.98 10.37
C 17.98 10.61 10.00
C 19.03 10.56 10.93
C 20.31 10.36 10.46
C 20.52 10.18 9.08
C 19.42 10.05 8.21
C 18.14 10.15 8.74
H 15.36 8.13 11.10
H 17.00 8.46 10.65
H 16.35 11.97 10.20
H 18.84 10.70 11.98
H 21.11 10.42 11.22
H 21.51 10.24 8.68
H 19.56 9.72 7.19
H 17.30 10.05 8.02
*
```

Results
* HOMO (alpha / beta): -8.7 / -8.7 eV
* energy above the lowest of the compared OMol25 structures with the same formula, charge and spin: 0.155 eV
* Kohn-Sham gap (alpha / beta): 0.18246 / 0.21798 Ha
* expectation value of S²: 8.763

These are the Löwdin partial charges, in e, on atoms 1 to 4:
1. Sm 1.471
2. C -0.517
3. C -0.482
4. S 0.677

=====

No. 3
This record from OMol25 describes a 5-piece molecular cluster, C37H42F9O4PS2 overall at a distorted geometry. The level of theory is the ωB97M-V functional and the def2-TZVPD basis.

Structure (ORCA input):
```
! wB97M-V def2-TZVPD RIJCOSX def2/J DEFGRID3
* xyz 0 1
C 6.37 -5.44 -3.62
C 7.10 -4.67 -3.05
C 7.92 -3.70 -2.28
C 6.96 -2.56 -1.84
C 7.40 -1.81 -0.56
P 7.40 -2.88 0.94
O 7.51 -2.13 2.20
C 6.50 -0.55 -0.38
C 5.26 -0.54 -1.30
C 4.33 0.59 -0.81
C 3.14 0.80 -1.79
C 1.77 0.85 -1.03
C 0.72 -0.11 -1.63
C 0.59 -1.44 -0.85
F 1.66 -2.19 -1.18
F 0.54 -1.15 0.46
C -0.78 -2.08 -1.26
F -1.71 -1.42 -0.57
F -1.08 -1.86 -2.52
S -0.97 -3.93 -0.89
F 0.07 -3.92 0.29
F 0.11 -4.33 -1.98
F -2.08 -4.01 -2.06
F -2.16 -3.62 0.12
F -1.22 -5.47 -0.61
O 5.59 -0.37 -2.69
S 6.80 -1.31 -3.16
O 6.57 -1.91 -4.42
O 8.00 -0.54 -3.12
H 5.53 -5.91 -4.07
H 8.75 -3.32 -2.88
H 8.27 -4.20 -1.38
H 6.00 -3.04 -1.63
H 8.43 -1.46 -0.72
H 8.53 -3.73 0.80
H 6.26 -3.73 0.91
H 7.10 0.34 -0.62
H 6.13 -0.46 0.65
H 4.67 -1.47 -1.18
H 4.94 1.49 -0.71
H 4.00 0.26 0.19
H 3.28 1.77 -2.26
H 3.14 0.05 -2.59
H 1.37 1.87 -1.17
H 1.95 0.71 0.04
H -0.26 0.35 -1.78
H 1.09 -0.39 -2.63
C 0.28 -6.94 -3.99
C 0.73 -7.69 -5.07
C 0.61 -9.07 -5.06
C 0.04 -9.71 -3.96
C -0.41 -8.96 -2.88
C -0.29 -7.58 -2.89
H 0.37 -5.86 -4.00
H 1.16 -7.19 -5.93
H 0.97 -9.65 -5.90
H -0.05 -10.79 -3.95
H -0.85 -9.46 -2.03
H -0.64 -7.00 -2.05
C -1.72 4.47 -1.88
C -1.70 3.08 -1.92
C -2.50 2.35 -1.04
C -3.31 3.01 -0.13
C -3.33 4.40 -0.10
C -2.53 5.13 -0.97
H -1.10 5.03 -2.57
H -1.07 2.56 -2.64
H -2.48 1.27 -1.07
H -3.93 2.45 0.55
H -3.96 4.91 0.61
H -2.54 6.21 -0.94
C -4.42 3.72 4.11
C -5.33 4.66 3.66
C -6.63 4.29 3.35
C -7.02 2.96 3.49
C -6.11 2.01 3.95
C -4.81 2.39 4.25
H -3.40 4.01 4.35
H -5.02 5.70 3.55
H -7.33 5.02 2.99
H -8.03 2.67 3.25
H -6.41 0.98 4.06
H -4.10 1.65 4.60
C -7.84 7.08 5.80
C -6.63 6.79 6.43
C -5.81 7.82 6.86
C -6.19 9.14 6.68
C -7.40 9.43 6.05
C -8.22 8.40 5.61
H -8.48 6.28 5.46
H -6.34 5.76 6.58
H -4.87 7.59 7.35
H -5.55 9.94 7.02
H -7.70 10.46 5.91
H -9.16 8.63 5.12
*
```

Results
* SMILES: C#CC[C@H]1[C@H]([PH2]=O)C[C@@H](CCCCC(F)(F)C(F)(F)S(F)(F)(F)(F)F)OS1(=O)=O.c1ccccc1.c1ccccc1.c1ccccc1.c1ccccc1
* HOMO: -9.4 eV
* Kohn-Sham gap: 0.35166 Ha

These are the Löwdin partial charges, in e, on atoms 1 to 4:
1. C 0.125
2. C -0.137
3. C -0.166
4. C -0.356

=====

No. 4
This record from OMol25 describes C37H42IKN8O6PSe2 as an isolated structure. The level of theory is the ωB97M-V functional and the def2-TZVPD basis.

Structure (ORCA input):
```
! wB97M-V def2-TZVPD RIJCOSX def2/J DEFGRID3
* xyz -1 1
K 0.52 0.46 0.67
C 1.99 -0.64 -3.66
C 0.89 0.37 -3.82
N 0.19 0.37 -4.93
C -0.82 1.26 -5.06
C -1.14 2.18 -4.10
C -2.33 3.09 -4.29
O -3.39 2.80 -3.38
C -0.40 2.20 -2.89
C -0.64 3.23 -1.89
N -0.41 3.11 -0.64
C -0.46 4.26 0.17
C 0.20 5.43 -0.20
C 0.21 6.53 0.64
C -0.43 6.47 1.87
C -1.09 5.31 2.24
C -1.11 4.20 1.41
I -2.17 2.45 1.98
C 0.62 1.23 -2.68
O 1.23 1.06 -1.59
H 2.07 -1.24 -4.56
H 1.82 -1.28 -2.79
H 2.95 -0.14 -3.46
H -1.40 1.20 -5.98
H -2.74 2.93 -5.28
H -2.04 4.14 -4.21
H -3.06 2.91 -2.48
H -1.03 4.19 -2.27
H 0.74 5.45 -1.14
H 0.74 7.43 0.34
H -0.42 7.32 2.54
H -1.60 5.26 3.20
O 8.49 -1.41 0.26
N 7.42 -1.90 -0.04
O 7.31 -2.96 -0.62
C 6.19 -1.16 0.33
C 6.37 0.15 0.59
C 5.26 0.99 0.91
C 5.43 2.35 1.23
C 4.34 3.10 1.55
C 3.08 2.47 1.55
N 2.90 1.20 1.25
C 3.97 0.45 0.94
C 3.78 -0.96 0.64
N 2.52 -1.43 0.69
C 2.32 -2.73 0.59
C 3.36 -3.64 0.38
C 4.64 -3.18 0.26
C 4.89 -1.80 0.39
H 7.36 0.57 0.54
H 6.43 2.78 1.21
H 4.42 4.14 1.80
H 2.19 3.04 1.80
H 1.29 -3.06 0.69
H 3.15 -4.70 0.33
H 5.45 -3.86 0.09
O -0.54 -3.58 3.25
C -1.23 -3.13 4.41
C -1.78 -1.69 4.33
C -2.86 -1.57 5.42
O -4.05 -2.29 5.13
C -2.39 -1.49 2.94
Se -3.89 -0.21 2.72
C -0.71 -0.62 4.65
Se 1.04 -0.78 3.73
H 0.19 -2.92 3.14
H -0.57 -3.20 5.29
H -2.07 -3.81 4.56
H -3.09 -0.51 5.57
H -2.46 -1.96 6.36
H -4.48 -1.79 4.42
H -2.75 -2.46 2.60
H -1.58 -1.20 2.27
H -0.52 -0.63 5.72
H -1.14 0.36 4.41
C -3.97 -3.25 -2.13
N -4.08 -2.04 -1.21
C -3.77 -0.78 -2.03
N -2.51 -0.89 -2.68
C -2.46 -2.08 -3.52
N -2.69 -3.31 -2.76
C -1.60 -3.57 -1.80
P -1.38 -2.25 -0.50
C -3.16 -2.18 -0.03
C -1.41 -0.85 -1.71
H -4.75 -3.14 -2.88
H -4.15 -4.13 -1.52
H -5.03 -1.96 -0.85
H -3.79 0.06 -1.33
H -4.58 -0.69 -2.76
H -1.48 -2.12 -4.00
H -3.22 -2.00 -4.29
H -0.67 -3.67 -2.37
H -1.78 -4.53 -1.31
H -3.37 -1.33 0.64
H -3.44 -3.09 0.50
H -0.46 -0.87 -2.26
H -1.45 0.13 -1.22
*
```

Results
* HOMO: -3.6 eV
* energy above the lowest of the compared OMol25 structures with the same formula, charge and spin: 0.881 eV
* Kohn-Sham gap: 0.16600 Ha

These are the Löwdin partial charges, in e, on atoms 1 to 4:
1. K 0.411
2. C -0.038
3. C -0.299
4. N 0.094

=====

Number 1: calculated total energy -197932.8491 eV. Number 2: calculated total energy -209400.8525 eV. Number 3: calculated total energy -102652.4007 eV. Number 4: calculated total energy -227662.7122 eV.